(1)
DFT (wB97M-V/def2-TZVPD) results for an isolated molecule of C5H6O in a non-equilibrium geometry.

```
! wB97M-V def2-TZVPD RIJCOSX def2/J DEFGRID3
* xyz 0 1
C -0.08728 1.60133 0.42996
C 0.84476 0.80200 1.19140
C 0.59491 -1.07330 -0.14978
C 0.00929 -2.03653 -0.74205
C -0.88497 1.05425 -0.53754
O 0.92569 -0.51784 0.94152
H 0.18304 2.59504 0.58334
H 1.36021 1.30411 2.00325
H 0.42383 -2.36044 -1.73269
H -0.66710 -2.87194 -0.38867
H -1.51850 1.53168 -1.17046
H -1.18385 -0.02837 -0.42827
*
```

Computed properties:
total energy = -7323.5360 eV
Kohn-Sham gap (alpha / beta) = 8.01 / 7.69 eV
E_HOMO (alpha / beta) = -7.61 / -7.71 eV
energy above the lowest of the compared OMol25 structures with the same formula, charge and spin = 132.6 kcal per mole

What are the Löwdin partial charges on each atom? They are as follows, in elementary charge units: -0.143, -0.107, -0.217, -0.041, 0.038, 0.047, 0.072, 0.113, 0.074, 0.083, 0.018, 0.062

(2)
DFT (wB97M-V/def2-TZVPD) results for an isolated molecule of C5H6O in a non-equilibrium geometry.

```
! wB97M-V def2-TZVPD RIJCOSX def2/J DEFGRID3
* xyz 0 1
C 1.16840 -1.07732 0.29844
C 0.86413 0.11679 -0.61799
C -0.52709 0.52001 -0.35806
C -1.80914 0.79136 -0.67886
C -1.38477 0.83272 0.68602
O -1.73401 1.02980 1.83193
H 0.92987 -0.83445 1.34057
H 0.56903 -1.94858 0.01559
H 2.22475 -1.34673 0.23937
H 1.06741 -0.09137 -1.66894
H 1.47037 0.97637 -0.30437
H -2.83896 1.03139 -0.78369
*
```

Computed properties:
total energy = -7326.4520 eV
SMILES string = CCc1cc1=O
Kohn-Sham gap = 9.29 eV
E_HOMO = -8.46 eV
energy above the lowest of the compared OMol25 structures with the same formula, charge and spin = 65.3 kcal per mole

What are the Löwdin partial charges on each atom? They are as follows, in elementary charge units: -0.087, -0.187, -0.120, 0.181, -0.421, 0.034, 0.086, 0.082, 0.073, 0.112, 0.127, 0.119

(3)
DFT (wB97M-V/def2-TZVPD) results for an isolated molecule of C5H6O in a non-equilibrium geometry.

```
! wB97M-V def2-TZVPD RIJCOSX def2/J DEFGRID3
* xyz 0 1
C 2.17858 -1.04921 -0.10689
C 2.01217 0.09659 0.27992
C 0.77655 0.88179 0.16172
C -0.35880 -0.16300 -0.02735
C -1.83006 0.12139 0.10181
O -0.06670 -1.29481 -0.34241
H 2.38372 -2.03278 -0.45537
H 0.55253 1.70355 0.85001
H 0.95819 1.32754 -0.81965
H -2.09623 1.13072 0.40931
H -2.22763 -0.60842 0.81642
H -2.28232 -0.11337 -0.86753
*
```

Computed properties:
total energy = -7326.4354 eV
SMILES string = C#CCC(C)=O
Kohn-Sham gap = 10.26 eV
E_HOMO = -9.42 eV
energy above the lowest of the compared OMol25 structures with the same formula, charge and spin = 65.7 kcal per mole

What are the Löwdin partial charges on each atom? They are as follows, in elementary charge units: 0.105, -0.136, -0.144, -0.406, -0.009, 0.044, 0.052, 0.110, 0.124, 0.075, 0.093, 0.092

(4)
DFT (wB97M-V/def2-TZVPD) results for an isolated molecule of C5H6O in a non-equilibrium geometry.

```
! wB97M-V def2-TZVPD RIJCOSX def2/J DEFGRID3
* xyz 0 1
C -1.74016 1.06466 0.00665
C -0.82402 0.15701 0.00118
C -0.38948 -1.22313 -0.08716
C 0.55116 -0.12471 0.39722
C 1.82326 0.24462 -0.35923
O 2.95240 -0.10036 -0.03311
H -1.44007 2.09414 0.31563
H -2.58188 0.88925 -0.50625
H -0.62747 -1.87069 0.81909
H -0.16476 -1.86143 -0.86541
H 0.75912 -0.16277 1.45801
H 1.68189 0.89341 -1.14663
*
```

Computed properties:
total energy = -7326.5790 eV
SMILES string = C=C1C[C@H]1C=O
Kohn-Sham gap = 10.62 eV
E_HOMO = -9.90 eV
energy above the lowest of the compared OMol25 structures with the same formula, charge and spin = 62.4 kcal per mole

What are the Löwdin partial charges on each atom? They are as follows, in elementary charge units: 0.080, -0.284, -0.038, -0.185, -0.187, 0.045, 0.094, 0.023, 0.138, 0.080, 0.141, 0.093

(5)
DFT (wB97M-V/def2-TZVPD) results for an isolated molecule of C5H6O.

```
! wB97M-V def2-TZVPD RIJCOSX def2/J DEFGRID3
* xyz 0 1
C 0.81653 -0.61123 1.09603
C 0.24771 0.69503 0.54024
C -0.20930 0.60590 -0.91849
C 0.38356 1.45416 -1.71756
C -1.23517 -0.36747 -1.38094
O -1.63679 -1.28232 -0.69889
H 0.08223 -1.41567 1.01955
H 1.72382 -0.90932 0.56140
H 1.07451 -0.47091 2.15204
H 0.99625 1.49265 0.62436
H -0.62026 1.01721 1.12588
H -1.62311 -0.20802 -2.40360
*
```

Computed properties:
total energy = -7325.5640 eV
Kohn-Sham gap = 9.56 eV
E_HOMO = -10.42 eV
energy above the lowest of the compared OMol25 structures with the same formula, charge and spin = 85.8 kcal per mole

What are the Löwdin partial charges on each atom? They are as follows, in elementary charge units: -0.093, -0.222, -0.371, 0.288, -0.237, 0.059, 0.065, 0.082, 0.077, 0.104, 0.122, 0.126

(6)
DFT (wB97M-V/def2-TZVPD) results for an isolated molecule of C5H6O in a non-equilibrium geometry.

```
! wB97M-V def2-TZVPD RIJCOSX def2/J DEFGRID3
* xyz 0 1
C 0.25061 1.25326 0.10787
C 1.30228 0.42279 0.06166
C 0.87883 -0.99757 0.03695
O -0.11224 -1.33125 0.99471
C -0.68086 -0.91558 -0.22125
C -1.05438 0.54411 -0.10380
H 0.33200 2.33470 0.11559
H 2.32848 0.73294 -0.10528
H 1.63494 -1.78016 -0.13505
H -1.46616 -1.56518 -0.64550
H -1.70701 0.27002 0.73491
H -1.70648 1.03192 -0.84082
*
```

Computed properties:
total energy = -7327.0071 eV
SMILES string = C1=C[C@H]2O[C@H]2C1
Kohn-Sham gap = 10.46 eV
E_HOMO = -9.29 eV
energy above the lowest of the compared OMol25 structures with the same formula, charge and spin = 52.5 kcal per mole

What are the Löwdin partial charges on each atom? They are as follows, in elementary charge units: -0.071, -0.053, -0.192, -0.043, -0.229, -0.146, 0.099, 0.103, 0.139, 0.146, 0.127, 0.120

(7)
DFT (wB97M-V/def2-TZVPD) results for an isolated molecule of C5H6O in a non-equilibrium geometry.

```
! wB97M-V def2-TZVPD RIJCOSX def2/J DEFGRID3
* xyz 0 1
O -1.35054 2.20459 0.17363
C -0.77880 1.16980 -0.04333
C -1.06325 -0.31319 -0.69143
C -0.04133 -0.77836 0.36300
C 1.32785 -0.33956 -0.07926
C 0.43493 0.63731 0.64406
H -1.99096 -0.92520 -0.72820
H -0.65380 -0.31814 -1.70897
H -0.36812 -1.44232 1.16150
H 1.44653 -0.31716 -1.15951
H 2.27395 -0.52829 0.44212
H 0.76355 0.95051 1.62637
*
```

Computed properties:
total energy = -7327.3825 eV
SMILES string = O=C1C[C@H]2C[C@@H]12
Kohn-Sham gap = 10.58 eV
E_HOMO = -9.56 eV
energy above the lowest of the compared OMol25 structures with the same formula, charge and spin = 43.9 kcal per mole

What are the Löwdin partial charges on each atom? They are as follows, in elementary charge units: 0.093, -0.322, -0.032, -0.224, -0.064, -0.152, 0.113, 0.097, 0.138, 0.102, 0.111, 0.140

(8)
DFT (wB97M-V/def2-TZVPD) results for an isolated molecule of C5H6O in a non-equilibrium geometry.

```
! wB97M-V def2-TZVPD RIJCOSX def2/J DEFGRID3
* xyz 0 1
C -1.48360 -0.98911 -0.29234
C -1.44906 0.19680 -0.06251
C -0.84555 1.43034 0.29320
C 0.72280 0.38335 0.51982
C 1.38700 -0.66639 -0.46926
O 1.13589 0.45799 1.63156
H -1.92840 -1.91838 -0.50697
H -1.05058 2.26409 -0.41465
H -1.15074 1.77949 1.29827
H 2.47870 -0.52284 -0.41794
H 1.06083 -0.60995 -1.50684
H 1.22078 -1.70469 -0.13769
*
```

Computed properties:
total energy = -7325.7072 eV
SMILES string = C#CCC(C)=O
Kohn-Sham gap = 9.72 eV
E_HOMO = -8.96 eV
energy above the lowest of the compared OMol25 structures with the same formula, charge and spin = 82.5 kcal per mole

What are the Löwdin partial charges on each atom? They are as follows, in elementary charge units: 0.093, -0.232, -0.055, -0.298, -0.039, 0.074, 0.031, 0.096, 0.101, 0.080, 0.069, 0.081